(1)
C16H17Br3F6N2O5PS6SbTi | ωB97M-V with the def2-TZVPD basis set

The geometry in XYZ format:
```
58
Properties=species:S:1:pos:R:3:forces:R:3
Ti -0.236 -0.114 -0.129 -0.27 -0.17 -0.82
Br 1.462 -3.036 -3.946 0.01 0.03 0.04
C 1.653 -2.980 -2.039 -0.04 -0.09 -0.04
Br 2.254 -1.266 -1.370 0.10 0.08 0.00
H 2.410 -3.696 -1.749 -0.01 0.00 0.02
H 0.692 -3.179 -1.581 0.00 -0.01 0.00
S -4.070 -3.306 2.822 -0.02 -0.08 0.08
Sb -3.962 -1.915 1.116 -0.07 0.00 -0.08
S -1.290 -2.251 0.121 0.17 0.28 -0.01
S -1.450 -1.329 -1.703 0.07 0.16 0.18
S -3.329 0.189 2.161 0.05 -0.01 0.14
O -3.447 4.766 1.411 -0.03 -0.04 -0.02
C -2.913 3.534 1.186 0.05 0.09 0.06
C -3.572 2.477 0.705 -0.10 -0.05 -0.06
C -2.911 1.134 0.647 0.12 0.15 -0.16
N -1.440 1.248 0.486 -0.09 0.01 0.24
C -0.852 2.371 1.024 -0.14 -0.01 0.03
Br 1.038 2.291 0.995 -0.10 -0.02 0.01
C -1.490 3.463 1.451 -0.02 -0.01 -0.10
H -4.404 4.726 1.295 0.02 0.00 0.01
H -4.633 2.510 0.493 0.01 0.00 -0.02
H -3.271 0.571 -0.218 -0.03 -0.03 0.04
H -0.963 4.314 1.853 0.01 0.00 -0.01
C -1.789 1.490 -3.095 -0.05 0.00 -0.04
P -0.144 1.385 -2.318 0.03 -0.03 0.05
C 0.894 0.875 -3.720 0.00 -0.05 -0.03
C 0.271 3.141 -2.103 0.07 0.00 -0.03
C 1.574 3.597 -2.303 0.00 -0.02 0.02
C 1.889 4.930 -2.100 -0.01 0.00 0.00
C 0.906 5.822 -1.690 0.02 0.00 -0.01
C -0.391 5.377 -1.490 0.01 0.00 0.01
C -0.708 4.042 -1.696 -0.05 0.02 0.02
H -1.785 2.285 -3.840 0.01 0.01 0.01
H -2.557 1.692 -2.349 0.00 0.00 0.02
H -2.028 0.546 -3.584 0.01 -0.01 0.02
H 0.738 1.555 -4.558 -0.01 -0.01 0.00
H 0.615 -0.140 -4.008 -0.01 0.00 0.00
H 1.948 0.861 -3.456 -0.01 0.02 0.01
H 2.356 2.913 -2.608 0.00 -0.01 -0.01
H 2.904 5.271 -2.257 0.00 0.01 0.00
H 1.155 6.863 -1.527 -0.01 0.00 0.00
H -1.160 6.065 -1.163 0.00 0.00 0.00
H -1.725 3.710 -1.517 0.01 -0.01 -0.01
F 1.975 -3.718 3.251 0.06 -0.01 -0.01
C 2.089 -2.835 2.272 -0.06 0.07 0.11
F 3.359 -2.467 2.149 0.02 0.04 -0.04
F 1.699 -3.400 1.127 -0.09 -0.04 -0.01
S 1.034 -1.361 2.675 -0.03 -0.06 -0.36
O 0.952 -0.692 1.338 0.17 -0.12 0.49
O -0.199 -1.868 3.164 0.00 -0.01 -0.06
N 1.831 -0.553 3.683 0.03 0.02 0.34
S 3.105 0.387 3.487 -0.01 0.01 0.06
O 3.283 0.827 2.133 0.13 -0.05 0.00
O 4.212 -0.119 4.225 0.05 0.05 -0.04
C 2.516 1.879 4.438 0.06 -0.02 -0.02
F 1.206 2.070 4.312 -0.03 -0.02 -0.07
F 2.807 1.748 5.724 -0.03 -0.03 0.03
F 3.146 2.954 3.960 0.04 -0.01 0.00
```
Forces are in eV/Å.

Maximum force   0.017 hartree/bohr
DFT total energy   -360472.9404 eV
Gap between HOMO and LUMO   6.387 eV
Molecular weight   1064.024 g/mol
Energy relative to the best compared isomer or geometry (same formula, charge and spin)   2.516 eV
E_HOMO   -0.291 hartree

(2)
C16H17BrN2O3S2 | ωB97M-V with the def2-TZVPD basis set

The geometry in XYZ format:
```
41
Properties=species:S:1:pos:R:3:forces:R:3
O -0.454 3.561 2.080 0.27 0.22 0.28
C -0.677 3.183 0.947 -0.14 0.27 -0.31
C -0.086 3.889 -0.265 0.08 0.14 0.26
C 1.053 3.090 -0.814 0.18 -0.02 -0.54
C 2.064 2.501 -0.123 -0.23 0.18 -0.05
C 2.988 1.831 -0.958 0.17 -0.03 -0.20
C 2.669 1.921 -2.271 -0.18 0.19 -0.18
S 1.230 2.823 -2.522 0.22 0.01 0.56
N -1.480 2.119 0.698 -0.08 -0.38 0.16
C -1.773 1.569 -0.610 -0.20 0.07 -0.38
C -2.019 0.056 -0.487 -0.12 0.19 -0.45
N -1.135 -0.528 0.494 1.04 0.10 -0.30
S 0.455 -0.730 -0.014 -0.37 -0.78 0.01
O 1.360 -0.282 0.999 -0.10 -0.14 0.28
O 0.593 -0.244 -1.355 -0.33 -0.22 -0.05
C 0.510 -2.521 -0.062 0.15 0.50 -0.06
C 0.273 -3.181 -1.252 0.03 0.11 -0.07
C 0.267 -4.565 -1.279 0.00 -0.09 0.12
C 0.498 -5.258 -0.100 -0.02 -0.10 -0.03
Br 0.485 -7.154 -0.125 0.01 0.10 0.00
C 0.741 -4.600 1.096 -0.04 -0.03 -0.07
C 0.745 -3.216 1.110 0.06 0.02 0.05
C -1.341 -0.025 1.842 -0.01 0.04 0.58
C -2.004 1.359 1.812 0.02 -0.03 0.18
H 0.280 4.859 0.087 -0.17 -0.11 -0.04
H -0.843 4.061 -1.030 -0.03 0.01 0.01
H 2.142 2.532 0.948 -0.03 0.02 0.23
H 3.845 1.301 -0.586 0.16 -0.12 0.03
H 3.179 1.509 -3.118 0.16 -0.13 -0.13
H -2.657 2.058 -1.042 0.05 -0.08 -0.06
H -0.921 1.715 -1.274 -0.16 0.01 0.05
H -1.817 -0.423 -1.444 -0.27 0.11 -0.05
H -3.048 -0.165 -0.190 0.09 -0.03 -0.04
H 0.112 -2.602 -2.148 -0.02 0.01 -0.16
H 0.087 -5.100 -2.198 0.00 -0.02 -0.05
H 0.926 -5.162 1.999 0.02 -0.02 0.05
H 0.943 -2.666 2.015 0.05 0.00 0.18
H -0.358 0.039 2.310 -0.21 0.06 0.17
H -1.963 -0.735 2.399 0.05 0.10 0.03
H -3.090 1.269 1.706 0.04 0.02 0.06
H -1.776 1.912 2.725 -0.13 -0.14 -0.10
```
Forces are in eV/Å.

Maximum force   0.021 hartree/bohr
DFT total energy   -117703.2765 eV
Gap between HOMO and LUMO   8.893 eV
Molecular weight   429.361 g/mol
Energy relative to the best compared isomer or geometry (same formula, charge and spin)   0.000 eV
E_HOMO   -0.313 hartree
SMILES string   O=C(Cc1cccs1)N1CCN(S(=O)(=O)c2ccc(Br)cc2)CC1

(3)
C16H17Cl8NO5S | ωB97M-V with the def2-TZVPD basis set

The geometry in XYZ format:
```
48
Properties=species:S:1:pos:R:3:forces:R:3
C 6.820 -2.031 1.189 0.60 0.66 -0.72
O 5.760 -1.624 2.068 -0.19 -1.20 -0.74
C 4.658 -2.524 2.069 -1.06 -0.21 0.58
C 3.357 -1.949 1.420 -0.43 0.19 -0.24
C 2.853 -0.714 1.663 -0.30 -0.49 -0.07
C 1.516 -0.240 0.998 0.10 -1.24 0.56
O 1.325 0.905 0.678 0.14 -0.44 0.13
C 0.450 -1.378 0.826 -0.15 -1.41 0.00
C 1.002 -2.711 0.536 -1.24 0.08 1.46
C 0.129 -3.887 0.376 -0.53 2.27 2.05
C -1.306 -3.693 0.534 1.41 1.04 0.53
C -1.843 -2.360 0.806 1.91 -0.44 -0.44
O -3.243 -2.202 0.970 1.87 0.22 -0.77
N -3.521 -1.902 2.310 -0.79 -0.78 1.38
O -2.895 -2.545 3.066 -0.15 0.72 -0.25
C -0.997 -1.158 0.956 0.76 -2.36 -0.10
S -1.645 0.509 1.284 0.24 -1.26 0.16
C 2.554 -2.864 0.432 -0.78 1.00 0.74
O 3.085 -3.608 -0.358 -0.24 0.12 0.53
H 7.722 -2.355 1.773 -0.81 0.36 -0.44
H 6.547 -2.852 0.479 -0.06 0.58 0.72
H 7.068 -1.135 0.548 0.01 -0.92 0.72
H 4.419 -2.740 3.153 0.11 0.21 -1.06
H 4.857 -3.515 1.587 0.15 0.91 0.27
H 3.360 -0.016 2.379 -0.49 -0.53 -1.00
H 0.583 -4.884 0.183 -0.51 0.94 0.11
H -1.956 -4.600 0.456 0.41 1.23 0.09
H -2.278 0.339 2.500 0.43 -0.27 -0.88
C -3.588 3.586 0.451 -0.21 -0.03 -0.24
Cl -4.888 4.604 1.085 0.01 0.01 0.07
Cl -2.362 3.271 1.686 -0.08 0.60 0.09
H -4.009 2.638 0.122 0.01 0.03 0.18
H -3.109 4.094 -0.389 -0.40 -0.24 0.76
C 0.849 -2.561 -3.325 -0.15 0.24 -0.18
Cl 0.417 -3.681 -4.625 0.07 0.04 -0.07
Cl -0.021 -2.938 -1.826 0.06 0.42 -3.27
H 1.917 -2.635 -3.137 -0.12 -0.15 0.06
H 0.597 -1.549 -3.635 -0.06 -0.12 -0.01
C -6.670 5.252 -2.346 -0.11 0.11 -0.03
Cl -6.621 3.564 -1.825 -0.11 -0.04 -0.11
Cl -5.065 5.993 -2.298 -0.10 0.06 -0.09
H -7.044 5.292 -3.365 0.13 -0.07 0.06
H -7.333 5.806 -1.687 0.14 -0.09 0.05
C -0.205 5.352 -1.893 0.24 -0.06 0.09
Cl -1.899 4.843 -1.937 0.50 0.22 -0.56
Cl 0.029 6.880 -2.748 0.06 -0.02 0.03
H 0.097 5.478 -0.857 -0.13 0.05 -0.08
H 0.404 4.586 -2.366 -0.13 0.07 -0.05
```
Forces are in eV/Å.

Maximum force   0.064 hartree/bohr
DFT total energy   -139602.6357 eV
Gap between HOMO and LUMO   7.838 eV
Molecular weight   619.005 g/mol
E_HOMO   -0.328 hartree

(4)
C16H17KN2STe | ωB97M-V with the def2-TZVPD basis set

The geometry in XYZ format:
```
38
Properties=species:S:1:pos:R:3:forces:R:3
K 0.548 3.440 -1.711 -0.02 -0.18 0.09
N 5.353 2.360 0.164 0.17 0.50 0.18
C 5.063 1.196 -0.444 0.35 -0.88 -0.26
N 3.991 0.967 -1.110 -0.39 0.86 0.10
C 3.996 -0.287 -1.665 0.50 -0.77 -0.10
C 2.991 -0.837 -2.448 0.03 0.09 0.03
C 3.152 -2.114 -2.952 -0.07 0.00 -0.04
C 4.298 -2.855 -2.688 0.00 -0.09 -0.05
C 5.313 -2.330 -1.909 0.07 -0.02 0.05
C 5.154 -1.053 -1.405 -0.21 0.25 0.02
S 6.251 -0.131 -0.403 -0.42 0.27 -0.10
H 4.620 3.045 0.243 0.13 -0.11 0.11
H 6.161 2.419 0.756 -0.13 0.13 0.08
H 2.097 -0.266 -2.646 -0.14 0.02 0.01
H 2.371 -2.544 -3.560 -0.08 -0.04 -0.04
H 4.396 -3.851 -3.095 0.02 -0.04 -0.01
H 6.204 -2.904 -1.700 0.06 -0.04 0.01
C -6.071 -0.463 2.297 0.09 0.03 0.02
C -4.718 -0.035 1.799 0.05 -0.10 0.04
C -4.549 1.039 0.941 -0.13 -0.12 0.07
C -3.311 1.343 0.392 0.03 0.24 -0.13
C -3.219 2.539 -0.504 -0.02 0.07 -0.16
C -2.193 0.559 0.684 -0.09 -0.09 -0.02
Te -0.383 0.642 -0.404 0.30 0.32 -0.26
C -2.330 -0.445 1.647 0.17 -0.16 0.15
C -1.154 -1.243 2.131 0.13 -0.07 0.06
C -3.579 -0.733 2.176 -0.22 0.12 -0.03
H -6.858 0.189 1.919 -0.01 0.00 0.04
H -6.099 -0.453 3.389 -0.09 -0.01 0.00
H -6.285 -1.483 1.968 -0.05 0.06 0.04
H -5.406 1.642 0.668 -0.07 0.04 -0.02
H -4.196 2.996 -0.643 -0.11 0.06 0.00
H -2.825 2.264 -1.481 0.09 0.00 -0.09
H -2.556 3.289 -0.065 0.09 0.03 -0.03
H -0.218 -0.761 1.852 -0.05 -0.13 0.10
H -1.153 -2.248 1.707 0.05 -0.06 -0.10
H -1.178 -1.349 3.215 -0.09 -0.02 0.12
H -3.679 -1.542 2.888 0.06 -0.12 0.10
```
Forces are in eV/Å.

Maximum force   0.019 hartree/bohr
DFT total energy   -54302.1793 eV
Gap between HOMO and LUMO   5.063 eV
Molecular weight   436.091 g/mol
Energy relative to the best compared isomer or geometry (same formula, charge and spin)   0.232 eV
E_HOMO   -0.222 hartree

(5)
C16H17N | ωB97M-V with the def2-TZVPD basis set

The geometry in XYZ format:
```
34
Properties=species:S:1:pos:R:3:forces:R:3
C 1.444 -1.633 -0.145 -1.89 0.69 0.92
C 2.388 -0.546 0.190 1.18 0.21 1.92
C 3.738 -0.454 -0.076 -1.84 1.15 0.53
N 4.229 0.766 0.439 2.18 -0.43 0.68
C 3.261 1.339 1.208 -2.97 -0.76 1.73
C 3.130 2.459 1.965 -0.61 2.37 0.59
C 1.861 2.885 2.622 4.66 -0.09 -1.17
C 0.770 2.136 2.488 -4.88 -2.68 -3.35
C 0.808 1.005 1.532 5.74 2.99 3.85
C 2.068 0.527 1.172 -0.29 -0.05 -3.13
H 0.377 -1.224 -0.349 1.80 -0.79 0.12
H 1.368 -2.441 0.611 -0.02 0.69 -0.02
H 1.877 -2.085 -0.971 0.12 -1.14 -2.05
H 4.426 -1.048 -0.632 0.04 -0.45 -0.37
H 5.191 0.776 0.844 -1.12 0.07 -0.85
H 3.909 3.230 1.894 -0.14 -0.30 0.47
H 2.040 3.842 3.069 -0.84 0.28 0.59
H -0.392 2.325 2.611 2.81 0.55 0.78
H -0.049 0.603 1.276 -3.99 -2.32 -1.26
C -2.575 -3.376 -1.280 2.52 -0.07 -1.09
C -2.875 -1.915 -1.354 -0.65 1.27 -2.95
C -2.836 -1.364 -2.685 -0.98 1.66 2.81
C -3.516 -0.142 -2.883 -0.69 1.18 -0.91
C -4.138 0.597 -1.801 0.83 -0.60 -1.50
C -3.908 0.097 -0.544 -1.68 1.58 1.32
C -3.408 -1.150 -0.309 1.65 -2.33 -0.59
H -2.433 -3.949 -2.295 -0.73 1.39 1.85
H -3.396 -3.708 -0.714 -0.60 -1.53 0.80
H -1.579 -3.476 -0.788 -0.83 -0.46 0.19
H -2.186 -1.888 -3.350 -0.29 -0.04 -1.01
H -3.643 0.305 -3.920 0.41 -0.75 1.32
H -4.766 1.538 -1.883 1.16 -1.34 -0.41
H -4.316 0.711 0.278 0.36 -0.58 -0.18
H -3.320 -1.669 0.641 -0.42 0.64 0.38
```
Forces are in eV/Å.

Maximum force   0.146 hartree/bohr
DFT total energy   -18355.0410 eV
Gap between HOMO and LUMO   8.534 eV
Molecular weight   223.319 g/mol
Energy relative to the best compared isomer or geometry (same formula, charge and spin)   3.301 eV
E_HOMO   -0.283 hartree
SMILES string   Cc1c[nH]c2ccccc12.Cc1ccccc1